This record from OMol25 describes a molecular structure, C13H34O13S2V in a non-equilibrium geometry. The level of theory is ωB97M-V with the def2-TZVPD basis set.

Results
LUMO energy	2.3	eV
E_tot	-88007.1634	eV
M	513.5	g mol⁻¹

```
! wB97M-V def2-TZVPD RIJCOSX def2/J DEFGRID3
* xyz -1 1
O 0.3250 -0.1718 -0.1586
V 0.2228 -1.7399 -0.0053
O 1.0840 -2.5413 -1.0811
C 3.1846 -2.6632 3.2527
C 2.1775 -1.5302 2.9098
C 2.9982 -0.2798 2.4862
O 1.1565 -1.9795 2.0382
H 4.0444 -2.2170 3.7525
H 3.6166 -3.1481 2.3773
H 2.8661 -3.5175 3.8501
H 1.6947 -1.2789 3.8542
H 2.3913 0.6190 2.5950
H 3.4422 -0.3834 1.4961
H 3.8059 -0.0751 3.1889
C -3.0593 -4.7809 -0.0103
C -2.0091 -4.3613 1.0042
O -1.9690 -4.9039 2.1552
O -1.1757 -3.4820 0.7266
H -3.1098 -4.0817 -0.8450
H -4.0245 -4.7227 0.4928
H -2.9138 -5.8228 -0.2955
C -3.0121 -1.3387 -1.5872
O -1.6673 -1.8473 -1.6051
H -3.3514 -1.4007 -2.6212
H -3.6578 -1.9588 -0.9653
H -3.0757 -0.3046 -1.2487
H -1.7898 -2.6981 -2.0325
C -0.1416 -4.3591 -3.9750
O -0.8184 -4.3677 -2.8065
H -0.3936 -5.2248 -4.5875
H -0.2837 -3.4431 -4.5484
H 0.9262 -4.4234 -3.7655
H -0.3003 -4.9164 -2.2131
O -3.5901 1.0737 1.6825
S -2.2277 0.7029 1.9392
O -1.8124 -0.6372 1.6368
O -1.1282 1.7492 1.2430
C -1.5248 3.1025 1.0895
C -2.1752 3.0900 -0.3068
C -1.8370 1.0163 3.7014
H -0.6924 3.8025 1.0171
H -2.0186 3.4853 1.9827
H -3.1471 2.5968 -0.3001
H -1.4920 2.7404 -1.0808
H -2.4264 4.1329 -0.4999
H -2.4477 0.3619 4.3235
H -2.0749 2.0288 4.0274
H -0.7724 0.7835 3.7232
O 3.5416 4.9209 0.6763
S 2.4158 4.4542 -0.1362
O 1.0871 5.1015 0.0396
O 2.8560 4.5558 -1.7508
C 1.8974 4.0251 -2.6866
C 2.0781 4.6960 -4.1108
C 2.3027 2.6659 0.0946
H 0.8764 4.2201 -2.3587
H 1.9172 2.9407 -2.7958
H 1.7229 5.7258 -4.0729
H 1.5135 4.2884 -4.9493
H 3.1542 4.7852 -4.2598
H 3.1674 2.1804 -0.3577
H 1.4337 2.3573 -0.4865
H 2.2201 2.3984 1.1480
*
```

This record from OMol25 describes a molecular structure, C35H30BrClN3O2PPd. The level of theory is ωB97M-V with the def2-TZVPD basis set.

Results
LUMO energy	-12.8	eV
E_tot	-140642.6070	eV
M	777.4	g mol⁻¹

```
! wB97M-V def2-TZVPD RIJCOSX def2/J DEFGRID3
* xyz 4 1
Pd -1.6596 2.0419 -0.7411
Cl 2.0788 -1.0234 -0.6375
C 3.7687 -1.4133 -0.6473
C 4.6145 -0.6278 -1.3942
C 5.9572 -0.9759 -1.5431
C 6.4669 -2.1353 -0.9795
C 5.6324 -2.9493 -0.2433
C 4.2710 -2.5952 -0.0423
P 3.4793 -3.6440 1.0837
C 2.6692 -3.0466 2.4623
C 3.0698 -1.7855 2.9692
C 2.5845 -1.3726 4.1876
C 1.6917 -2.1850 4.8899
C 1.2618 -3.4110 4.3769
C 1.7474 -3.8542 3.1699
C 3.7647 -5.3098 0.8939
C 4.0382 -5.8188 -0.4095
C 4.3121 -7.1539 -0.5614
C 4.3368 -7.9908 0.5600
C 4.0803 -7.5032 1.8468
C 3.7889 -6.1751 2.0256
H 4.2239 0.2497 -1.8903
H 6.6020 -0.3348 -2.1309
H 7.5052 -2.4052 -1.1137
H 6.0320 -3.8448 0.2142
H 3.7899 -1.1821 2.4302
H 2.9145 -0.4358 4.6145
H 1.3264 -1.8605 5.8562
H 0.5573 -4.0146 4.9325
H 1.4180 -4.8014 2.7613
H 4.0046 -5.1658 -1.2715
H 4.5068 -7.5604 -1.5441
H 4.5674 -9.0412 0.4293
H 4.1297 -8.1684 2.6978
H 3.6328 -5.7839 3.0222
O -6.8462 6.3733 -1.3316
C -5.5525 6.9070 -1.2669
C -4.5855 5.7714 -1.1202
C -3.2170 5.9959 -0.9811
C -2.3607 4.9279 -0.8562
N -2.8096 3.6621 -0.8593
C -4.1358 3.4176 -1.0037
C -5.0337 4.4536 -1.1321
C -4.4900 1.9918 -1.0605
C -5.7653 1.4873 -1.1950
C -5.9592 0.1128 -1.2938
C -7.3273 -0.4660 -1.5524
O -7.3578 -0.6471 -2.9531
C -4.8428 -0.7160 -1.2505
C -3.5926 -0.1551 -1.1018
N -3.4220 1.1676 -1.0074
H -7.4939 7.0783 -1.4416
H -5.4200 7.5844 -0.4144
H -5.2847 7.4655 -2.1728
H -2.8103 6.9987 -0.9719
H -1.2973 5.0749 -0.7481
H -6.0904 4.2650 -1.2521
H -6.6151 2.1542 -1.2424
H -8.1008 0.2228 -1.2027
H -7.4355 -1.4110 -1.0118
H -8.2239 -0.9763 -3.2220
H -4.9451 -1.7876 -1.3478
H -2.6985 -0.7685 -1.0716
Br 3.9778 5.5385 -0.1176
C 2.4381 4.5097 -0.2820
C 2.0300 4.0414 -1.5280
C 0.8710 3.3021 -1.6101
N 0.1230 3.0097 -0.5296
C 0.5205 3.4636 0.6736
C 1.6655 4.2094 0.8383
H 2.5930 4.2674 -2.4226
H 0.5089 2.9454 -2.5663
H -0.1201 3.2356 1.5159
H 1.9411 4.5712 1.8187
*
```